# 1
{
  "formula": "C6H17N4",
  "method": "wB97M-V/def2-TZVPD",
  "homo_ev": -12.650,
  "orbital_gap_ev": 9.764,
  "relative_energy_kcal_mol": 35.4,
  "smiles": "CNC=[N+](N(C)C)N(C)C",
  "total_charge": 1,
  "lumo_ev": -2.89,
  "species": ["N", "N", "N", "N", "C", "C", "C", "C", "C", "C", "H", "H", "H", "H", "H", "H", "H", "H", "H", "H", "H", "H", "H", "H", "H", "H", "H"],
  "xyz": [[-1.460, -0.388, -0.189], [0.081, 1.401, 0.006], [2.242, -0.365, -0.447], [-0.077, -0.013, -0.089], [-2.120, -0.502, 1.128], [-1.047, 2.229, -0.361], [0.983, -0.754, -0.341], [3.362, -1.281, -0.400], [-1.610, -1.585, -0.927], [0.580, 1.693, 1.348], [-2.746, -1.644, -1.061], [2.498, 0.600, -0.436], [-1.601, -1.340, 1.731], [4.245, -0.991, -1.021], [3.687, -1.321, 0.612], [2.923, -2.288, -0.574], [-0.289, 1.478, 2.110], [-1.614, 1.994, -1.270], [0.782, -1.820, -0.234], [-1.333, -2.489, -0.438], [-0.609, 3.239, -0.465], [0.973, 2.756, 1.458], [-3.126, -0.789, 1.079], [-2.030, 0.430, 1.606], [1.368, 0.903, 1.591], [-1.380, -1.322, -1.885], [-1.854, 2.131, 0.464]],
  "nbo_charge": [-0.236, -0.294, -0.525, -0.061, -0.415, -0.431, 0.342, -0.412, -0.458, -0.432, 0.239, 0.432, 0.182, 0.246, 0.213, 0.216, 0.188, 0.244, 0.228, 0.194, 0.237, 0.245, 0.235, 0.207, 0.205, 0.231, 0.181]
}


# 2
{
  "formula": "C6H17N5",
  "method": "wB97M-V/def2-TZVPD",
  "homo_ev": [-17.015, -17.527],
  "orbital_gap_ev": [5.482, 7.081],
  "relative_energy_kcal_mol": 136.5,
  "smiles": "C[C@@H](C(N)N)[C@H]1NCC[NH+]=[NH+]1",
  "total_charge": 2,
  "lumo_ev": [-11.53, -10.45],
  "species": ["N", "N", "N", "N", "N", "C", "C", "C", "C", "C", "C", "H", "H", "H", "H", "H", "H", "H", "H", "H", "H", "H", "H", "H", "H", "H", "H", "H"],
  "xyz": [[2.592, 0.480, -1.131], [-1.958, 1.472, -0.330], [1.624, 1.790, 0.683], [-1.365, -1.230, 0.151], [-0.780, 1.089, 0.205], [1.710, -1.952, 0.142], [0.954, -0.670, 0.465], [-2.696, -0.822, -0.329], [-0.310, -0.366, -0.212], [-3.078, 0.660, 0.175], [2.086, 0.511, 0.229], [1.893, -1.984, -0.898], [2.524, -1.930, 0.714], [-1.859, 1.748, -1.331], [-3.186, 0.696, 1.261], [2.516, 1.315, -1.682], [-2.702, -0.811, -1.402], [1.133, -2.805, 0.374], [-3.438, -1.503, 0.009], [1.637, 2.544, -0.048], [1.999, 2.110, 1.532], [-4.087, 0.851, -0.388], [3.527, 0.164, -1.405], [-0.757, 1.285, 1.270], [0.701, -0.679, 1.507], [-0.204, -0.370, -1.396], [-1.413, -1.765, 1.051], [2.936, 0.172, 0.786]],
  "nbo_charge": [-0.835, -0.248, -0.498, -0.445, -0.343, -0.585, -0.185, -0.236, 0.078, -0.244, 0.088, 0.241, 0.226, 0.425, 0.254, 0.389, 0.231, 0.245, 0.272, 0.425, 0.428, 0.287, 0.436, 0.418, 0.220, 0.252, 0.436, 0.271]
}


# 3
{
  "formula": "C6H17NO",
  "method": "wB97M-V/def2-TZVPD",
  "homo_ev": -5.473,
  "orbital_gap_ev": 4.976,
  "relative_energy_kcal_mol": 92.2,
  "lumo_ev": -0.50,
  "species": ["O", "N", "C", "C", "C", "C", "C", "C", "H", "H", "H", "H", "H", "H", "H", "H", "H", "H", "H", "H", "H", "H", "H", "H", "H"],
  "xyz": [[-1.860, -3.423, -1.466], [-0.493, 1.228, -0.026], [1.833, 0.892, 0.707], [-0.703, -1.525, -0.600], [-0.379, -1.110, -2.035], [-0.966, -3.071, -0.554], [0.235, 2.333, 2.034], [0.680, 1.873, 0.664], [2.105, 0.529, -0.279], [1.599, 0.037, 1.338], [-1.256, 1.882, -0.153], [-0.853, 0.413, 0.495], [0.946, 2.725, 0.039], [-1.661, -1.086, -0.278], [-0.251, 0.818, -0.938], [1.053, 2.849, 2.524], [0.048, -3.548, -0.676], [0.084, -1.273, 0.130], [2.706, 1.389, 1.145], [-1.244, -3.270, 0.514], [-0.619, 3.006, 1.985], [-0.039, 1.480, 2.651], [0.695, -1.169, -2.248], [-0.913, -1.854, -2.634], [-0.747, -0.125, -2.339]],
  "nbo_charge": [-0.912, -0.711, -0.633, -0.474, -0.673, 0.010, -0.629, -0.038, 0.235, 0.231, 0.424, 0.467, 0.209, 0.161, 0.472, 0.241, 0.071, 0.141, 0.236, 0.081, 0.218, 0.224, 0.197, 0.304, 0.148]
}